Entry 1:
The following is a DFT calculation (the ωB97M-V functional and the def2-TZVPD basis) of the molecule C4H11NO.

For the relative energy (zero: lowest compared OMol25 entry of this formula, charge and spin), the calculation gives 103.2 kJ/mol. The HOMO-LUMO gap comes out at 9.62 eV. The calculation puts the HOMO energy at -8.63 eV. As for the SMILES: CNC(C)(C)O.

Atoms and positions in Å:
1 C -1.97 -0.47 0.02
2 N -0.71 -0.60 0.72
3 C 0.45 0.07 0.24
4 C 1.34 -0.94 -0.47
5 C 0.23 1.33 -0.60
6 O 1.09 0.41 1.61
7 H -2.35 0.55 0.04
8 H -2.69 -1.12 0.51
9 H -1.83 -0.83 -1.00
10 H -0.81 -0.37 1.71
11 H 2.30 -0.48 -0.70
12 H 1.50 -1.80 0.17
13 H 0.87 -1.27 -1.40
14 H -0.35 2.06 -0.04
15 H 1.19 1.77 -0.87
16 H -0.30 1.12 -1.53
17 H 2.03 0.58 1.59

Charges per atom according to Mulliken partitioning, unit e:
1. C -0.88
2. N -0.33
3. C 1.31
4. C -1.52
5. C -1.67
6. O -0.62
7. H 0.29
8. H 0.34
9. H 0.29
10. H 0.26
11. H 0.39
12. H 0.40
13. H 0.31
14. H 0.37
15. H 0.42
16. H 0.34
17. H 0.30

***

Entry 2:
The following is a DFT calculation (the ωB97M-V functional and the def2-TZVPD basis) of the molecule C3H2N2O2S.

For the relative energy (zero: lowest compared OMol25 entry of this formula, charge and spin), the calculation gives 274.9 kJ/mol. The HOMO-LUMO gap comes out at 8.10 eV. The calculation puts the HOMO energy at -9.06 eV. As for the SMILES: Oc1ncoc(=S)n1.

Atoms and positions in Å:
1 O 0.99 2.04 0.19
2 C 0.30 0.89 -0.06
3 N -0.87 0.94 -0.84
4 C -1.50 -0.12 -0.63
5 O -0.97 -1.22 0.18
6 C 0.50 -1.23 0.46
7 S 1.15 -2.74 0.66
8 N 1.01 -0.06 0.41
9 H 1.70 1.80 0.83
10 H -2.32 -0.29 -1.21

Charges per atom according to Mulliken partitioning, unit e:
1. O -0.49
2. C 0.72
3. N -0.39
4. C 0.06
5. O -0.31
6. C 0.29
7. S -0.28
8. N -0.47
9. H 0.41
10. H 0.46

***

Entry 3:
The following is a DFT calculation (the ωB97M-V functional and the def2-TZVPD basis) of a structure of composition C40H46IrN8P2S3.

The net charge is +4. For the relative energy (zero: lowest compared OMol25 entry of this formula, charge and spin), the calculation gives 50.8 kJ/mol. The HOMO-LUMO gap (alpha / beta) comes out at 7.85 / 4.38 eV. The calculation puts the HOMO energy (alpha / beta) at -18.42 / -18.41 eV. Its multiplicity is 2.

Atoms and positions in Å:
1 Ir -0.27 0.24 0.17
2 C -1.98 3.71 2.35
3 N -1.46 2.56 1.59
4 P -1.71 0.93 1.93
5 C -3.45 0.50 1.83
6 C -3.83 -0.84 1.98
7 C -5.17 -1.18 1.98
8 C -6.14 -0.20 1.82
9 C -5.77 1.13 1.66
10 C -4.42 1.48 1.66
11 C -1.16 0.71 3.64
12 C -0.17 1.62 4.10
13 C 0.22 1.60 5.44
14 C -0.34 0.69 6.32
15 C -1.31 -0.22 5.86
16 C -1.72 -0.20 4.53
17 P -0.28 2.60 0.36
18 C 1.19 3.48 0.90
19 C 2.46 2.91 0.85
20 C 3.58 3.65 1.22
21 C 3.43 4.96 1.65
22 C 2.17 5.55 1.68
23 C 1.05 4.82 1.30
24 C -0.94 3.57 -0.99
25 C -2.32 3.57 -1.23
26 C -2.84 4.36 -2.23
27 C -1.99 5.14 -3.02
28 C -0.62 5.13 -2.79
29 C -0.09 4.35 -1.77
30 H -2.74 3.36 3.05
31 H -2.44 4.43 1.67
32 H -1.19 4.19 2.91
33 H -3.08 -1.62 2.10
34 H -5.47 -2.21 2.11
35 H -7.19 -0.47 1.83
36 H -6.52 1.89 1.54
37 H -4.15 2.52 1.53
38 H 0.28 2.34 3.43
39 H 0.95 2.32 5.80
40 H -0.05 0.69 7.36
41 H -1.76 -0.92 6.55
42 H -2.50 -0.87 4.22
43 H 2.60 1.89 0.51
44 H 4.56 3.21 1.17
45 H 4.30 5.54 1.93
46 H 2.05 6.58 1.99
47 H 0.09 5.30 1.28
48 H -2.99 2.98 -0.61
49 H -3.91 4.39 -2.40
50 H -2.41 5.77 -3.80
51 H 0.03 5.74 -3.40
52 H 0.97 4.37 -1.58
53 N 1.53 -2.78 1.09
54 N 1.15 -2.60 2.42
55 C 1.13 -1.40 2.94
56 N 1.16 -1.23 4.25
57 S 1.19 0.10 1.95
58 H 0.88 -3.42 0.64
59 H 2.46 -3.20 1.07
60 H 1.13 -3.40 3.05
61 H 1.36 -1.99 4.89
62 H 0.95 -0.32 4.66
63 C -3.73 -0.23 -1.15
64 C -2.62 0.38 -1.95
65 N -1.35 0.51 -1.60
66 C -0.57 1.01 -2.64
67 C -1.27 1.32 -3.75
68 S -2.92 0.93 -3.53
69 C 0.88 0.96 -2.46
70 C 1.86 1.33 -3.33
71 S 3.36 0.79 -2.75
72 C 2.62 0.10 -1.38
73 N 1.32 0.28 -1.34
74 C 3.46 -0.68 -0.42
75 H -3.34 -0.70 -0.25
76 H -4.25 -0.97 -1.76
77 H -4.46 0.52 -0.86
78 H -0.90 1.69 -4.70
79 H 1.76 1.85 -4.27
80 H 4.51 -0.54 -0.65
81 H 3.23 -1.74 -0.52
82 H 3.29 -0.39 0.62
83 N -0.98 -1.74 0.04
84 C -1.31 -2.81 -0.19
85 N -1.73 -4.01 -0.45
86 C -2.18 -4.40 -1.81
87 C -1.48 -5.68 -2.24
88 C -1.66 -6.78 -1.20
89 C -1.16 -6.33 0.17
90 C -1.86 -5.05 0.61
91 H -1.96 -3.57 -2.48
92 H -3.26 -4.55 -1.76
93 H -0.41 -5.48 -2.40
94 H -1.89 -5.99 -3.20
95 H -1.13 -7.68 -1.51
96 H -2.72 -7.05 -1.13
97 H -0.07 -6.16 0.13
98 H -1.33 -7.09 0.92
99 H -1.44 -4.64 1.54
100 H -2.92 -5.23 0.76

Here are the Mulliken charges for atoms 1 to 99, given in e:
1. Ir 2.04
2. C -1.37
3. N 0.67
4. P 0.39
5. C 1.28
6. C -0.36
7. C -0.99
8. C -0.84
9. C -0.96
10. C -0.95
11. C 0.96
12. C -0.14
13. C -1.09
14. C -0.88
15. C -0.82
16. C -0.88
17. P 0.75
18. C 1.13
19. C 0.04
20. C -0.99
21. C -0.74
22. C -0.91
23. C -0.54
24. C 1.09
25. C -0.81
26. C -0.81
27. C -0.79
28. C -0.84
29. C -0.87
30. H 0.53
31. H 0.39
32. H 0.37
33. H 0.56
34. H 0.50
35. H 0.48
36. H 0.50
37. H 0.34
38. H 0.18
39. H 0.54
40. H 0.45
41. H 0.52
42. H 0.52
43. H 0.02
44. H 0.52
45. H 0.46
46. H 0.49
47. H 0.53
48. H 0.46
49. H 0.55
50. H 0.49
51. H 0.54
52. H 0.54
53. N -0.24
54. N -0.26
55. C 0.44
56. N -0.16
57. S -0.13
58. H -0.05
59. H 0.42
60. H 0.26
61. H 0.26
62. H 0.22
63. C -0.67
64. C 0.33
65. N 0.31
66. C -0.20
67. C -0.17
68. S -0.15
69. C -0.09
70. C -0.60
71. S -0.12
72. C 0.03
73. N 0.25
74. C -0.80
75. H -0.50
76. H 0.60
77. H 0.39
78. H 0.56
79. H 0.54
80. H 0.57
81. H 0.21
82. H 0.09
83. N -0.15
84. C 0.11
85. N 0.15
86. C -0.65
87. C -0.66
88. C -0.73
89. C -0.63
90. C -0.58
91. H 0.41
92. H 0.37
93. H 0.26
94. H 0.37
95. H 0.37
96. H 0.33
97. H 0.25
98. H 0.36
99. H 0.37

***

Entry 4:
The following is a DFT calculation (the ωB97M-V functional and the def2-TZVPD basis) of a structure of composition C49H54BrCl2IN5O7P2Rb.

The net charge is -2. The HOMO-LUMO gap comes out at 4.14 eV. The calculation puts the HOMO energy at -0.59 eV.

Atoms and positions in Å:
1 Rb 0.43 1.63 0.91
2 O 0.57 1.42 -1.75
3 C 0.62 2.53 -2.62
4 C -0.51 3.51 -2.31
5 N -0.46 3.92 -0.92
6 C -1.75 4.00 -0.25
7 C -2.26 2.65 0.27
8 O -3.06 2.65 1.22
9 O -1.82 1.61 -0.32
10 C 0.41 5.05 -0.65
11 C 1.14 4.97 0.71
12 O 2.14 5.72 0.81
13 O 0.68 4.16 1.56
14 H -0.27 1.52 -1.24
15 H 0.53 2.20 -3.66
16 H 1.59 3.03 -2.51
17 H -1.46 2.99 -2.49
18 H -0.47 4.36 -3.01
19 H -2.54 4.41 -0.91
20 H -1.67 4.67 0.60
21 H -0.14 6.00 -0.68
22 H 1.18 5.11 -1.41
23 C -2.29 -2.18 -0.89
24 C -0.95 -1.68 -0.34
25 P 0.17 -3.10 0.17
26 C 0.03 -4.11 -1.39
27 C -0.99 -5.07 -1.42
28 C -1.19 -5.89 -2.52
29 C -0.35 -5.78 -3.63
30 C 0.68 -4.85 -3.61
31 C 0.87 -4.03 -2.50
32 C 1.86 -2.40 0.00
33 C 2.19 -1.26 -0.87
34 C 3.35 -0.60 -0.89
35 C 4.54 -0.83 0.00
36 C 4.15 -2.57 1.10
37 C 2.75 -3.00 0.79
38 C -3.26 -1.03 -1.21
39 P -2.61 -0.05 -2.65
40 C -3.11 -1.29 -3.94
41 C -4.41 -1.50 -4.40
42 C -4.68 -2.44 -5.39
43 C -3.65 -3.21 -5.91
44 C -2.35 -3.04 -5.45
45 C -2.09 -2.07 -4.48
46 C -3.92 1.22 -2.88
47 C -4.07 1.80 -4.14
48 C -4.92 2.88 -4.34
49 C -5.62 3.41 -3.27
50 C -5.48 2.85 -2.01
51 C -4.64 1.76 -1.82
52 H -2.74 -2.82 -0.13
53 H -2.16 -2.78 -1.79
54 H -1.16 -1.05 0.53
55 H -0.46 -1.04 -1.08
56 H -1.63 -5.18 -0.55
57 H -1.99 -6.62 -2.52
58 H -0.50 -6.41 -4.50
59 H 1.34 -4.75 -4.47
60 H 1.68 -3.31 -2.51
61 H 1.43 -0.92 -1.56
62 H 3.45 0.21 -1.60
63 H 5.24 -0.01 -0.12
64 H 4.55 -3.19 1.90
65 H 2.41 -3.85 1.37
66 H -3.37 -0.38 -0.34
67 H -4.23 -1.42 -1.51
68 H -5.22 -0.91 -3.99
69 H -5.69 -2.58 -5.74
70 H -3.86 -3.95 -6.68
71 H -1.54 -3.64 -5.84
72 H -1.07 -1.93 -4.13
73 H -3.50 1.41 -4.98
74 H -5.01 3.32 -5.33
75 H -6.27 4.27 -3.41
76 H -6.01 3.27 -1.16
77 H -4.51 1.36 -0.82
78 O -2.01 -1.13 2.99
79 H -2.20 -0.25 2.62
80 H -1.06 -1.25 2.77
81 Cl 5.27 3.67 -0.90
82 C 4.33 3.55 0.63
83 Cl 3.27 2.14 0.62
84 H 3.72 4.44 0.73
85 H 5.04 3.43 1.43
86 Br 5.23 -0.98 6.82
87 C 3.96 -0.29 5.56
88 C 3.84 1.08 5.42
89 C 2.92 1.48 4.40
90 C 2.22 0.60 3.66
91 N 2.28 -0.80 3.89
92 C 3.26 -1.24 4.86
93 H 4.41 1.78 6.01
94 H 2.77 2.53 4.19
95 H 1.51 0.89 2.91
96 H 3.44 -2.29 4.97
97 N 6.47 -1.40 1.74
98 C 6.51 -2.16 0.62
99 C 5.17 -2.26 -0.04
100 N 4.18 -1.08 1.45
101 C 5.36 -0.86 2.21
102 H 7.33 -1.25 2.25
103 H 7.46 -2.30 0.12
104 H 5.15 -2.85 -0.96
105 H 5.33 -0.43 3.20
106 I -3.45 5.21 3.66
107 C -2.62 3.41 4.30
108 C -3.21 2.70 5.33
109 C -2.62 1.50 5.71
110 C -1.49 1.07 5.05
111 N -0.91 1.77 4.07
112 C -1.46 2.93 3.71
113 H -4.11 3.06 5.81
114 H -3.05 0.90 6.51
115 H -1.01 0.13 5.30
116 H -0.95 3.48 2.93
117 C 1.39 -3.04 3.74
118 C 1.45 -1.62 3.26
119 O 0.70 -1.21 2.32
120 H 2.30 -3.60 3.50
121 H 0.55 -3.52 3.26
122 H 1.28 -3.07 4.83

Here are the Mulliken charges for atoms 1 to 99, given in e:
1. Rb 1.22
2. O 0.30
3. C -0.75
4. C -0.91
5. N 1.40
6. C -1.08
7. C 0.43
8. O -0.67
9. O 0.32
10. C -1.00
11. C 0.26
12. O -0.99
13. O -0.43
14. H -0.77
15. H 0.39
16. H 0.31
17. H 0.09
18. H 0.49
19. H 0.10
20. H 0.33
21. H 0.36
22. H 0.33
23. C -0.83
24. C 1.90
25. P -0.46
26. C 0.60
27. C -0.17
28. C -0.67
29. C -0.52
30. C -0.72
31. C -0.23
32. C 0.57
33. C 0.55
34. C -2.66
35. C 0.13
36. C -0.35
37. C -1.72
38. C -1.41
39. P 0.60
40. C 0.28
41. C -0.53
42. C -0.58
43. C -0.56
44. C -0.47
45. C -0.37
46. C 0.19
47. C -0.66
48. C -0.62
49. C -0.54
50. C -0.38
51. C -0.21
52. H 0.57
53. H -0.05
54. H -0.79
55. H -0.28
56. H 0.37
57. H 0.39
58. H 0.40
59. H 0.38
60. H 0.25
61. H 0.66
62. H 0.39
63. H 0.62
64. H 0.47
65. H 0.60
66. H 0.50
67. H 0.74
68. H 0.39
69. H 0.38
70. H 0.36
71. H 0.40
72. H 0.30
73. H 0.42
74. H 0.36
75. H 0.37
76. H 0.44
77. H 0.09
78. O -0.75
79. H 0.24
80. H 0.26
81. Cl -0.26
82. C -0.43
83. Cl -0.15
84. H 0.16
85. H 0.41
86. Br -0.30
87. C -0.18
88. C -0.92
89. C 0.07
90. C -0.55
91. N 0.84
92. C -0.72
93. H 0.39
94. H 0.49
95. H -0.47
96. H 0.40
97. N 0.28
98. C -1.18
99. C 0.78